Entry 1:
ORCA calculation (the ωB97M-V functional and the def2-TZVPD basis) on a structure of composition C39H40AsNPRuSbSe2Te2.

## Properties
Lowest unoccupied orbital energy (alpha / beta) in eV: -3.07 / -4.43
Relative energy (zero: lowest compared OMol25 entry of this formula, charge and spin) in kcal per mole: 29.1
HOMO level (alpha / beta) in eV: -9.71 / -9.70
Gap between HOMO and LUMO (alpha / beta) in eV: 6.64 / 5.27
Total charge: +1
Spin multiplicity: 2

Last column: Löwdin spin population.
Element x y z (Å)
Ru -0.7383 -0.2536 -0.3856  -0.001
N 1.4500 -0.2944 -0.4886  0.000
C 2.1084 -1.5528 -0.8242  0.000
C 3.4818 -1.5827 -1.0247  0.000
C 4.0822 -2.7635 -1.4286  0.000
C 3.3110 -3.9011 -1.6423  0.000
C 1.9453 -3.8649 -1.4206  0.000
C 1.3349 -2.6868 -0.9941  0.000
P -0.4056 -2.5778 -0.4636  0.000
C -0.3500 -3.5020 1.1140  0.000
C -1.5494 -3.9187 1.6927  0.000
C -1.5550 -4.6230 2.8852  0.000
C -0.3545 -4.9347 3.5123  0.000
C 0.8436 -4.5416 2.9365  0.000
C 0.8475 -3.8256 1.7459  0.000
C -1.2166 -3.8233 -1.5437  0.000
C -1.3338 -5.1634 -1.1650  0.000
C -1.8660 -6.1010 -2.0374  0.000
C -2.2851 -5.7222 -3.3040  0.000
C -2.1550 -4.3996 -3.6974  0.000
C -1.6215 -3.4612 -2.8269  0.000
H 1.6197 0.3310 -1.2769  0.000
H 1.9593 0.1344 0.2795  0.000
H 4.0688 -0.6806 -0.8915  0.000
H 5.1510 -2.7942 -1.5927  0.000
H 3.7797 -4.8169 -1.9764  0.000
H 1.3462 -4.7537 -1.5717  0.000
H -2.4871 -3.7312 1.1825  0.000
H -2.4944 -4.9436 3.3165  0.000
H -0.3557 -5.4927 4.4392  0.000
H 1.7828 -4.7926 3.4120  0.000
H 1.7951 -3.5312 1.3139  0.000
H -1.0057 -5.4959 -0.1909  0.000
H -1.9491 -7.1327 -1.7218  0.000
H -2.7015 -6.4555 -3.9819  0.000
H -2.4646 -4.0902 -4.6872  0.000
H -1.5021 -2.4434 -3.1675  0.000
Se -3.8397 2.9088 0.4277  0.588
Te -4.8013 1.3002 -1.0214  0.331
Te -1.3689 0.2234 -3.0102  0.032
Se -3.0259 -0.5655 -1.2719  -0.003
C -0.2895 -1.0964 3.4398  0.000
As -1.3348 -0.2568 2.0271  0.000
C -1.7119 1.3717 3.0401  0.006
C -3.1027 -1.0331 2.2745  -0.001
H -0.6821 -0.7393 4.3917  0.000
H 0.7539 -0.7963 3.3491  0.000
H -0.3556 -2.1780 3.4059  0.000
H -2.4496 1.0957 3.7943  0.000
H -2.1164 2.1617 2.4192  0.007
H -0.8104 1.7226 3.5340  0.000
H -3.2758 -1.2294 3.3325  0.000
H -3.2266 -1.9486 1.7055  0.000
H -3.8250 -0.2949 1.9240  0.001
C -1.8005 6.2418 -3.0264  0.001
C -0.7085 6.3429 -2.1748  0.002
C -0.3133 5.2478 -1.4215  0.000
C -1.0187 4.0483 -1.4990  0.013
C -2.0969 3.9476 -2.3695  0.015
C -2.4875 5.0423 -3.1298  0.002
Sb -0.2529 2.4020 -0.3890  0.002
C 0.2512 3.3375 1.4573  0.000
C 1.1377 2.6758 2.3046  0.000
C 1.4616 3.1989 3.5482  0.000
C 0.8783 4.3868 3.9673  0.000
C -0.0177 5.0461 3.1382  0.000
C -0.3256 4.5276 1.8869  0.000
C 1.6932 2.5892 -1.3066  0.000
C 2.8607 2.8185 -0.5816  0.000
C 4.0951 2.8595 -1.2210  0.000
C 4.1788 2.6689 -2.5920  0.000
C 3.0202 2.4610 -3.3279  0.000
C 1.7879 2.4263 -2.6894  0.000
H -2.1069 7.0952 -3.6169  0.000
H -0.1579 7.2718 -2.1033  0.000
H 0.5583 5.3322 -0.7825  0.000
H -2.6222 3.0101 -2.4807  0.003
H -3.3266 4.9525 -3.8076  0.000
H 1.5743 1.7236 2.0140  0.000
H 2.1576 2.6768 4.1925  0.000
H 1.1204 4.7960 4.9391  0.000
H -0.4782 5.9696 3.4644  0.000
H -1.0291 5.0548 1.2533  0.000
H 2.8208 2.9923 0.4865  0.000
H 4.9908 3.0512 -0.6436  0.000
H 5.1397 2.7003 -3.0884  0.000
H 3.0724 2.3382 -4.4021  0.000
H 0.8896 2.3039 -3.2858  0.000

Entry 2:
ORCA calculation (the ωB97M-V functional and the def2-TZVPD basis) on a structure of composition C39H40CeF6OP2.

## Properties
Lowest unoccupied orbital energy (alpha / beta) in eV: -7.83 / -7.85
HOMO level (alpha / beta) in eV: -13.46 / -13.46
Gap between HOMO and LUMO (alpha / beta) in eV: 5.63 / 5.62
Total charge: +2

Last column: Löwdin charge in e.
Element x y z (Å)
Ce -2.2853 -0.6942 -0.0800  1.236
C 4.1921 -0.5022 -2.2620  -0.092
C 4.3423 -0.3386 -0.9377  -0.149
C 5.1325 0.7672 -0.2784  -0.177
C 5.0602 2.1552 -0.9412  -0.181
C 3.7072 2.5589 -1.4314  -0.117
C 3.2185 2.3117 -2.6567  -0.107
C 3.9451 1.5774 -3.7424  -0.172
C 4.8163 0.3754 -3.3032  -0.183
C -3.9047 0.8828 0.6370  -0.205
H 3.6790 -1.3763 -2.6610  0.103
H 3.9835 -1.1158 -0.2538  0.087
H 6.1997 0.4940 -0.2340  0.129
H 4.7861 0.8462 0.7651  0.104
H 5.3602 2.8900 -0.1821  0.122
H 5.7757 2.2144 -1.7626  0.107
H 3.1837 3.2131 -0.7399  0.091
H 2.3265 2.8092 -3.0394  0.070
H 4.6024 2.2750 -4.2912  0.131
H 3.1806 1.2225 -4.4522  0.111
H 4.9797 -0.2298 -4.2068  0.120
H 5.7886 0.7415 -2.9605  0.106
H -4.7671 0.5282 0.0321  0.054
H -3.7415 1.9298 0.3576  0.014
H -4.2221 0.8502 1.7050  0.052
P 0.5508 -1.1446 0.8204  0.998
P -0.7752 1.9668 -0.0842  1.002
C 1.4824 0.3264 0.4007  -0.248
C 0.9700 1.5659 0.1195  -0.245
C 1.0304 -1.8264 2.4161  -0.369
C 2.3522 -1.7618 2.8920  -0.067
C 2.6583 -2.3021 4.1456  -0.048
C 1.6554 -2.8558 4.9372  -0.039
C 0.3288 -2.8941 4.4818  -0.048
C 0.0183 -2.4010 3.2185  -0.081
C 0.6532 -2.4545 -0.4618  -0.347
C -0.0046 -2.2464 -1.6987  -0.159
C -0.0915 -3.2810 -2.6320  -0.052
C 0.4911 -4.5259 -2.3603  -0.030
C 1.1437 -4.7391 -1.1359  -0.031
C 1.2133 -3.7194 -0.1914  -0.053
C -1.1320 3.4796 0.8458  -0.357
C -1.1938 3.3884 2.2529  -0.093
C -1.5686 4.4882 3.0141  -0.057
C -1.8732 5.7055 2.3871  -0.041
C -1.8235 5.7993 0.9938  -0.054
C -1.4630 4.6969 0.2217  -0.069
C -1.1945 2.2282 -1.8409  -0.371
C -2.4902 1.9508 -2.3112  -0.120
C -2.8265 2.1899 -3.6412  -0.044
C -1.8565 2.6853 -4.5222  -0.033
C -0.5533 2.9222 -4.0731  -0.033
C -0.2281 2.7072 -2.7366  -0.073
H 2.5685 0.1581 0.3719  0.036
H 1.6531 2.4240 0.0489  0.065
H 3.1200 -1.2990 2.2778  0.101
H 3.6950 -2.2790 4.4833  0.122
H 1.9050 -3.2677 5.9130  0.122
H -0.4557 -3.3146 5.1095  0.117
H -1.0069 -2.4529 2.8323  0.081
H -0.4120 -1.2492 -1.9559  0.077
H -0.6239 -3.1190 -3.5738  0.124
H 0.4430 -5.3242 -3.0945  0.122
H 1.5960 -5.7135 -0.9182  0.129
H 1.6938 -3.8864 0.7782  0.117
H -0.9766 2.4264 2.7275  0.109
H -1.6422 4.4028 4.1013  0.120
H -2.1514 6.5724 2.9837  0.120
H -2.0850 6.7385 0.4946  0.122
H -1.4633 4.7554 -0.8685  0.109
H -3.2624 1.6064 -1.6133  0.065
H -3.8440 2.0078 -3.9895  0.124
H -2.1237 2.9004 -5.5549  0.123
H 0.2144 3.2943 -4.7651  0.128
H 0.7684 2.9146 -2.3484  0.075
C -3.4873 -4.0995 2.6522  0.033
C -4.1162 -2.9808 1.8452  -0.357
O -3.1767 -2.1483 1.1757  -0.334
C -5.0218 -3.5915 0.7445  -0.494
F -6.1346 -4.2049 1.2565  0.167
F -5.4272 -2.6421 -0.1378  0.139
F -4.3268 -4.5137 0.0198  0.148
C -4.9875 -2.0599 2.7623  -0.479
F -5.6315 -2.7234 3.7636  0.163
F -4.1703 -1.1269 3.3514  0.127
F -5.9335 -1.3959 2.0508  0.155
H -2.7915 -4.6710 2.0190  0.112
H -4.2752 -4.7853 3.0030  0.121
H -2.9424 -3.6865 3.5158  0.101

Entry 3:
ORCA calculation (the ωB97M-V functional and the def2-TZVPD basis) on a cluster of 7 separate species, C39H40F6OP in total.

## Properties
Lowest unoccupied orbital energy in eV: -4.57
HOMO level in eV: -10.53
Gap between HOMO and LUMO in eV: 5.96
Total charge: +1

Last column: Löwdin charge in e.
Element x y z (Å)
C -0.4522 -1.0127 -3.4601  -0.124
C 0.0040 -2.2395 -2.4411  -0.208
C 1.2094 -3.1836 -3.0287  -0.248
O 2.5659 -2.7956 -2.6109  -0.439
P 3.0317 -1.2341 -3.2237  1.104
H -0.1360 -0.0095 -2.9028  0.051
H 0.2690 -1.0875 -4.4047  0.069
H -1.5886 -1.0396 -3.7377  0.101
H 0.3564 -1.8349 -1.3805  0.119
H -0.9675 -2.9025 -2.2946  0.134
H 1.0930 -3.3275 -4.2058  0.147
H 1.0250 -4.2738 -2.5784  0.152
H 3.2023 -1.1605 -4.6520  0.038
H 2.1359 -0.1594 -2.7955  0.028
H 4.3413 -0.9385 -2.6304  0.058
F 3.3948 -0.8079 2.7999  0.071
C 3.6616 -1.9045 2.0781  -0.287
C 4.1915 -3.0256 2.7074  0.001
C 4.4647 -4.1693 1.9572  -0.057
C 4.2149 -4.1753 0.5826  -0.080
C 3.6877 -3.0433 -0.0407  -0.096
C 3.4042 -1.9037 0.7117  -0.034
H 4.3867 -2.9997 3.7745  0.124
H 4.8717 -5.0537 2.4411  0.115
H 4.4323 -5.0661 -0.0029  0.092
H 3.4979 -3.0489 -1.1113  0.044
H 2.9858 -1.0182 0.2450  0.095
F -0.2954 1.4651 -1.7116  0.011
C 0.2861 2.6634 -1.8546  -0.290
C -0.4510 3.7246 -2.3688  -0.007
C 0.1525 4.9738 -2.5131  -0.058
C 1.4910 5.1453 -2.1513  -0.079
C 2.2239 4.0728 -1.6409  -0.080
C 1.6169 2.8267 -1.4863  -0.038
H -1.4871 3.5705 -2.6522  0.097
H -0.4174 5.8117 -2.9068  0.112
H 1.9626 6.1187 -2.2682  0.109
H 3.2666 4.2076 -1.3639  0.108
H 2.1692 1.9845 -1.0828  0.097
F -0.6657 -0.7924 5.5570  0.071
C -0.7410 -0.3489 4.2952  -0.274
C -1.5650 0.7310 3.9976  -0.001
C -1.6398 1.1964 2.6848  -0.068
C -0.8974 0.5690 1.6813  -0.093
C -0.0771 -0.5174 1.9892  -0.091
C 0.0060 -0.9753 3.3038  -0.016
H -2.1406 1.2005 4.7886  0.093
H -2.2750 2.0450 2.4431  0.100
H -0.9595 0.9295 0.6567  0.080
H 0.4966 -1.0067 1.2057  0.077
H 0.6454 -1.8129 3.5623  0.114
F -2.8908 3.4896 4.3044  0.050
C -2.5457 4.1085 5.4413  -0.287
C -2.1231 5.4326 5.3983  -0.017
C -1.7686 6.0791 6.5824  -0.080
C -1.8303 5.3900 7.7962  -0.093
C -2.2510 4.0596 7.8283  -0.077
C -2.6160 3.4170 6.6455  -0.022
H -2.0735 5.9492 4.4454  0.115
H -1.4443 7.1165 6.5605  0.106
H -1.5494 5.8933 8.7189  0.103
H -2.2943 3.5241 8.7736  0.108
H -2.9538 2.3860 6.6533  0.110
F 2.8735 -7.2055 -0.2993  0.064
C 2.6756 -7.5082 -1.5892  -0.283
C 2.1937 -8.7671 -1.9305  -0.005
C 1.9827 -9.0808 -3.2731  -0.068
C 2.2667 -8.1348 -4.2612  -0.090
C 2.7549 -6.8756 -3.9088  -0.092
C 2.9551 -6.5584 -2.5655  -0.039
H 1.9867 -9.4919 -1.1500  0.122
H 1.5988 -10.0596 -3.5499  0.112
H 2.1062 -8.3815 -5.3085  0.105
H 2.9791 -6.1424 -4.6798  0.101
H 3.3255 -5.5814 -2.2733  0.092
F -2.9908 5.0150 -2.3233  0.043
C -4.2914 4.7006 -2.2587  -0.283
C -4.6680 3.3670 -2.1435  -0.022
C -6.0220 3.0396 -2.0710  -0.080
C -6.9855 4.0497 -2.1257  -0.090
C -6.5976 5.3850 -2.2465  -0.075
C -5.2434 5.7128 -2.3077  -0.012
H -3.9059 2.5953 -2.1109  0.106
H -6.3265 2.0005 -1.9730  0.106
H -8.0415 3.7935 -2.0736  0.105
H -7.3494 6.1691 -2.2930  0.109
H -4.9240 6.7462 -2.3927  0.117

Computed E_tot, in the same sequence as the records: -267105.5402; -90933.9966; -68722.5199 eV.
Computed max |F|, in the same sequence as the records: 0.535; 2.043; 5.080 eV Å⁻¹.